C36H37NOP2Zr | ωB97M-V with the def2-TZVPD basis set

Its total charge is +2. The max |F| is 4.1 eV Å⁻¹. The calculation puts the total energy at -61305.0450 eV. For the orbital gap (spin up / spin down), the calculation gives 0.14836 / 0.14838 hartree. The value obtained for the LUMO energy (spin up / spin down) is -8.64 / -8.64 eV. The calculation puts the HOMO energy (spin up / spin down) at -12.68 / -12.68 eV.

Atoms and positions in Å:
Zr: 0.9560 -0.4145 1.5101
P: -0.0166 -1.7792 -2.1380
P: 1.5414 0.5114 -2.3574
O: 0.5418 -1.8480 5.5739
N: 0.6601 -1.3312 3.2403
C: 2.2313 -0.0128 -5.0354
C: -2.1322 1.8866 3.2917
C: 2.7424 0.2786 -6.3039
C: -2.6421 -3.3792 0.6287
C: -2.0131 -3.9594 -5.1496
C: -0.1618 0.8073 -2.8870
C: 0.9811 3.0181 -1.1491
C: -2.1841 -0.0944 5.5742
C: 3.6952 2.3297 -5.4488
C: -1.9168 -3.1869 -0.5534
C: -0.3449 1.7681 5.0138
C: -1.1256 -5.0248 -5.3603
C: -0.5812 -3.0316 -3.4011
C: 3.4634 3.0502 0.1488
C: -1.2253 2.1849 6.1764
C: -3.0592 -0.1925 4.5709
C: -1.5751 -1.4776 1.6742
C: -0.9239 -0.2987 -2.7347
C: 2.5943 0.6982 2.5345
C: 3.1099 1.9708 -0.6393
C: 0.0315 -5.0948 -4.5760
C: -0.7938 1.4817 3.7848
C: -2.4755 -2.5488 1.7337
C: -1.7473 -2.9632 -4.1914
C: 3.5016 1.4377 -6.5081
C: 1.3459 4.1166 -0.3788
C: -3.3796 0.9804 3.7028
C: -0.9895 -2.1622 -0.6503
C: 2.5897 4.1336 0.2604
C: 2.4072 0.8882 -3.9622
C: 3.1694 2.0529 -4.1755
C: -2.2492 1.0697 6.5710
C: 0.3112 -4.1073 -3.6286
C: -0.8961 -1.1847 0.4517
C: 1.8760 1.9579 -1.3062
C: 0.5488 -1.5715 4.4319
H: -2.9389 -3.9065 -5.7270
H: 2.6040 -0.4306 -7.1220
H: -2.0667 -3.8173 -1.4318
H: -2.0239 0.7457 7.6066
H: 1.2449 -4.1793 -3.0617
H: 2.6658 1.7883 2.4433
H: -1.3512 -5.7929 -6.1129
H: -0.4876 1.7461 -3.3539
H: -0.1786 0.8405 3.0082
H: 0.6553 4.9573 -0.2779
H: -1.4157 -0.8745 2.5886
H: -3.5671 -1.1329 4.3311
H: 4.4089 3.0294 0.6967
H: 0.7104 -5.9414 -4.7177
H: -1.4382 -0.8680 5.7842
H: -1.9976 -0.3554 -2.9217
H: -1.7846 3.1130 5.9550
H: 0.0010 2.9703 -1.6260
H: 2.6605 0.5134 3.6214
H: 3.9317 1.6418 -7.4972
H: 1.6585 -0.9315 -4.8793
H: 2.8763 4.9932 0.8595
H: -2.3920 2.9021 3.6404
H: -0.6224 -0.0520 0.2018
H: -2.0488 1.9417 2.1875
H: 3.3518 2.7774 -3.3781
H: 0.7235 1.7659 5.2621
H: 4.3104 3.2197 -5.6082
H: 3.5534 0.3364 2.1341
H: -3.3546 -4.2036 0.6362
H: -0.5731 2.2986 7.0649
H: -2.4489 -2.1286 -4.0774
H: -4.1551 1.6629 4.1100
H: -3.0295 -2.7505 2.6555
H: -3.2803 1.4695 6.6068
H: -3.8259 0.5980 2.7746
H: 3.7590 1.0945 -0.7141